Molecular formula: H18HgO9
Method: DFT, wB97M-V/def2-TZVPD

Structure (ORCA input):
```
! RIJCOSX wB97M-V def2-TZVPD def2/J DEFGRID3
* xyz 2 1
Hg 4.9450 3.1370 25.5540
O 6.8040 3.9210 23.7090
H 7.7260 4.1440 23.6610
H 6.3670 4.6020 23.2400
O 4.0460 3.6870 23.3490
H 4.4010 3.8300 22.4450
H 3.1770 3.2780 23.2220
O 3.2230 1.5980 25.6330
H 2.6920 1.3980 26.3940
H 3.0000 0.9640 24.9760
O 7.0420 3.3210 26.7330
H 7.3850 3.2430 27.6340
H 7.6880 2.9440 26.1560
O 3.8830 3.8260 27.7210
H 4.0770 3.2370 28.4620
H 2.9290 3.8690 27.6300
O 5.4780 5.4600 25.6990
H 4.8100 6.1100 25.5360
H 5.8730 5.7600 26.5310
O 2.4710 4.6450 25.4690
H 2.3910 5.4280 25.9850
H 1.7360 4.1180 25.8080
O 5.9260 1.2070 24.5760
H 6.6320 0.6760 24.9280
H 6.0370 1.1250 23.6140
O 5.3650 1.3680 27.3710
H 6.3320 1.4400 27.3240
H 5.1990 0.4890 27.0650
*
```

## Properties
M, g mol⁻¹: 362.725
Highest occupied orbital energy, Ha: -0.6856
Relative energy (zero: lowest compared OMol25 entry of this formula, charge and spin), kJ/mol: 48.48
Energy, Ha: -840.78024